[1]
C35H38FN7O5S2Ti | ωB97M-V/def2-TZVPD

The geometry in XYZ format:
```
89
Properties=species:S:1:pos:R:3:forces:R:3
Ti 11.8274 9.6128 13.3385 0.435 0.455 -0.562
C 12.4680 5.8694 14.8775 -0.326 -0.075 0.667
C 13.4033 6.9454 14.4649 0.391 -1.036 -1.953
N 13.6858 7.8933 15.2407 -0.296 0.897 1.163
N 14.8184 8.5751 14.9025 -0.064 0.297 0.245
C 14.7975 9.8264 14.7140 0.847 -0.134 -0.739
S 13.3615 10.8875 14.5789 0.674 -0.250 0.242
S 16.3654 10.5928 14.4111 -0.588 1.149 -0.157
C 17.5992 9.3136 14.5850 1.287 -0.583 -0.558
C 18.9061 9.8547 15.1909 -1.503 -0.343 -1.318
C 18.8334 10.3112 16.4620 0.814 0.246 1.860
C 19.9472 10.7901 17.1509 1.454 0.264 -0.917
C 21.2030 10.7504 16.4596 -2.200 -0.121 -0.348
C 21.2332 10.2979 15.1132 0.025 0.952 2.295
C 20.0909 9.9091 14.4969 -0.800 -0.694 -2.077
C 14.1000 6.8065 13.1294 -1.077 0.207 -0.143
C 14.9166 5.7251 12.8856 0.035 0.468 0.740
C 15.5305 5.5702 11.6833 -0.319 0.275 -1.951
C 15.2026 6.4117 10.6225 0.363 0.316 -1.166
C 14.3386 7.4873 10.8242 -0.251 0.523 -1.272
C 13.7907 7.6886 12.0492 0.421 -1.210 2.449
O 12.9537 8.7126 12.2917 -0.468 1.144 0.379
H 12.0116 6.1583 15.8257 0.109 -0.126 0.134
H 13.0037 4.9156 15.0186 -0.113 0.360 -0.142
H 11.6662 5.7075 14.1731 -0.116 -0.164 -0.463
H 17.7831 8.7742 13.6399 -0.078 0.575 0.104
H 17.2427 8.5463 15.2284 -0.591 -0.496 0.746
H 17.9098 10.2083 16.9745 -0.837 0.238 0.425
H 19.8479 11.2641 18.1500 0.192 -0.632 -0.765
H 22.0638 11.1668 16.9260 0.639 0.054 0.225
H 22.1164 10.3348 14.5523 1.288 0.054 -0.523
H 20.0816 9.6653 13.4063 0.160 0.042 1.055
H 15.1539 5.0158 13.6480 -0.074 -0.255 0.602
H 16.1515 4.7279 11.5082 0.579 -0.521 -0.105
H 15.5985 6.2657 9.5833 -0.252 -0.006 1.279
H 13.9895 8.2124 10.0625 0.644 -0.765 0.139
F 11.9581 11.3263 19.7400 -0.132 -0.282 -0.282
C 11.2512 10.3398 19.1394 -0.347 0.560 0.687
C 11.1508 10.2862 17.7688 -0.152 -0.087 1.555
C 10.4111 9.1986 17.3023 0.507 -0.553 -2.366
C 10.3982 8.9733 15.8521 -0.586 1.429 -0.560
O 10.8090 9.8906 15.0528 0.206 -0.311 0.672
C 9.7698 7.8542 15.3208 -0.227 -0.686 -0.612
C 9.1180 6.9839 16.1408 -0.424 0.030 0.640
N 9.1467 7.1281 17.4647 0.738 0.427 0.946
C 8.6439 6.0676 18.3064 -0.682 -0.419 0.304
C 9.5929 5.0678 18.9058 1.141 -0.037 -1.517
C 8.6519 4.6434 17.8089 -0.758 0.417 0.861
C 9.8411 8.2060 18.0952 -0.386 -0.026 -0.650
C 9.9252 8.3617 19.4768 -0.189 -0.233 0.113
C 10.5871 9.4445 20.0253 0.651 -0.057 -0.302
N 10.7578 9.5112 21.4523 -0.034 -0.767 -0.869
C 10.5110 10.7196 22.1727 -2.009 0.581 0.488
C 10.0950 10.3278 23.6064 0.614 -0.724 -0.902
N 11.2950 9.6005 24.1659 1.496 -0.269 -0.601
C 11.7339 8.3434 23.3656 -1.267 1.068 0.342
C 11.9051 8.7373 21.9263 -0.366 0.596 -0.445
C 9.7475 7.5419 13.8591 -1.501 -2.309 -0.148
O 9.0321 6.6384 13.4019 0.901 1.684 0.942
O 10.5960 8.1774 13.1258 0.266 0.220 -0.264
H 11.6311 11.0332 17.1400 -0.119 -0.387 -0.074
H 8.5001 6.1719 15.7513 0.419 0.242 0.009
H 7.7674 6.3536 18.9243 0.752 -0.131 -0.447
H 9.4573 4.8284 19.9032 -0.600 -0.638 1.761
H 10.6849 5.0239 18.6475 -1.252 0.461 -0.039
H 7.7623 4.0132 17.8248 0.206 0.262 0.831
H 9.1430 4.4735 16.9085 0.952 -0.122 -1.476
H 9.4809 7.6022 20.0919 -0.097 0.017 0.458
H 9.6455 11.2877 21.7041 1.216 -0.592 0.501
H 11.3591 11.3836 22.3224 0.401 0.337 -0.566
H 9.3044 9.5551 23.6083 0.043 0.811 0.090
H 9.9340 11.2084 24.2222 -0.323 -0.180 0.153
H 11.0865 9.2368 25.0698 -0.147 0.041 1.177
H 12.1218 10.2179 24.2443 -0.579 -0.072 0.084
H 10.8589 7.7070 23.5537 0.550 -0.353 -0.448
H 12.6544 7.9567 23.7886 -0.070 -0.055 0.273
H 11.9381 7.8452 21.3282 0.268 -0.482 -0.184
H 12.8296 9.3052 21.7497 0.143 -0.136 0.241
C 8.8779 9.3964 9.7013 -0.404 -0.429 -1.632
N 9.4817 9.6533 10.9755 -0.307 1.047 -0.331
C 10.1276 10.8085 11.2086 -0.716 -2.729 -0.353
N 10.0541 11.7767 10.3324 -0.469 1.169 -0.953
O 10.8665 10.8999 12.2230 1.195 0.334 1.656
H 8.5330 8.3740 9.7576 -0.114 -0.254 -0.270
H 9.6346 9.4475 8.8792 -0.533 -0.006 0.564
H 7.9791 9.9869 9.3786 0.806 -0.095 0.778
H 9.5396 8.8554 11.6037 0.420 0.561 0.089
H 9.4283 11.7405 9.5288 0.316 -0.037 0.536
H 10.4436 12.6695 10.5806 0.181 0.060 -0.049
```
Forces are in eV/Å.

Results
- F_max: 2.8 eV/Å
- E_tot: -105072.338 eV
- Net charge: +2
- HOMO-LUMO gap: 6.183 eV
- Spin multiplicity: 1

***

[2]
C35H38FeN4 | ωB97M-V/def2-TZVPD

The geometry in XYZ format:
```
78
Properties=species:S:1:pos:R:3:forces:R:3
Fe -0.2365 -0.5337 -0.4642 0.236 1.109 2.654
N -2.5679 -2.5964 1.6612 0.052 -0.064 0.575
N -2.2275 0.8243 0.2746 0.820 0.172 -0.354
C 0.8367 -0.4165 -2.2350 0.159 -0.931 -0.900
C -0.4910 -0.9482 -2.4913 0.635 -0.676 -0.803
C -0.6333 -2.1657 -1.7364 0.762 -0.574 -0.846
C -1.8218 -3.0847 -1.7310 -0.053 -0.132 0.014
H -2.6914 -2.6196 -2.2240 0.273 -0.146 0.173
H -2.1166 -3.3511 -0.7009 0.075 0.092 -0.397
H -1.5850 -4.0137 -2.2836 -0.125 0.295 0.197
C 0.5713 -2.3839 -0.9902 0.837 -0.553 -1.935
C 0.8448 -3.5588 -0.0952 0.101 -0.054 0.012
H 1.2383 -4.4183 -0.6728 -0.172 0.297 0.200
H -0.0773 -3.8826 0.4142 0.310 0.100 -0.144
H 1.5865 -3.3076 0.6807 -0.296 -0.168 -0.303
C 1.4921 -1.3064 -1.3200 0.037 -1.246 -0.856
C 2.9120 -1.1914 -0.8415 0.054 -0.019 0.105
H 3.0259 -1.5685 0.1879 -0.069 0.126 -0.328
H 3.2550 -0.1437 -0.8550 -0.066 -0.319 0.016
H 3.5892 -1.7764 -1.4929 -0.188 0.234 0.258
C -1.5026 -0.3700 -3.4396 -0.052 -0.029 -0.085
H -1.4506 -0.8584 -4.4319 -0.071 0.215 0.307
H -1.3286 0.7074 -3.5911 -0.066 -0.306 0.039
H -2.5318 -0.4947 -3.0619 0.305 0.066 -0.110
C 1.4564 0.7755 -2.9058 0.059 0.031 -0.097
H 2.2119 1.2538 -2.2623 -0.213 -0.114 -0.211
H 0.7043 1.5416 -3.1515 0.236 -0.208 0.064
H 1.9563 0.4793 -3.8490 -0.154 0.176 0.323
C -2.6331 -3.2434 2.8324 -0.001 0.541 0.201
H -2.8390 -4.3218 2.7737 0.099 0.420 0.027
C -2.4640 -2.6256 4.0793 -0.155 -0.081 -0.194
H -2.5338 -3.2056 5.0048 0.089 0.221 -0.400
C -2.2047 -1.2463 4.0931 0.023 0.014 -0.485
H -2.0625 -0.7147 5.0406 -0.029 -0.218 -0.357
C -2.1228 -0.5574 2.8826 -0.131 -0.291 0.424
H -1.9014 0.5141 2.8606 -0.062 -0.408 0.002
C -2.3066 -1.2654 1.6708 -0.368 0.438 -0.529
C -2.1688 -0.6398 0.3421 -2.610 -0.834 1.288
H -2.8518 -1.0911 -0.3920 0.153 0.199 0.281
C -1.0937 1.1942 -0.3637 -1.327 3.143 0.147
C -3.0734 1.8989 0.5295 0.578 0.283 -0.225
H -4.0271 1.8087 1.0461 0.417 0.031 -0.208
C -2.4278 2.9952 0.0175 0.007 -0.302 0.037
H -2.7015 4.0483 0.0053 0.035 -0.411 0.001
N -1.2114 2.5499 -0.5394 -0.782 0.059 0.372
C -0.2792 3.3803 -1.2480 0.132 0.133 -0.162
C -0.6696 3.9389 -2.4847 0.552 0.064 0.292
C 0.2713 4.7130 -3.1850 0.123 -0.087 0.257
H -0.0146 5.1395 -4.1539 0.111 -0.156 0.337
C 1.5662 4.9372 -2.6886 -0.425 -0.350 0.315
C 2.5552 5.7908 -3.4496 0.146 0.176 -0.054
H 3.5778 5.3826 -3.3763 -0.409 0.134 -0.036
H 2.5830 6.8188 -3.0408 -0.018 -0.412 -0.165
H 2.2861 5.8646 -4.5164 0.097 -0.052 0.411
C 1.9129 4.3633 -1.4532 -0.269 0.001 -0.129
H 2.9199 4.5240 -1.0496 -0.356 -0.066 -0.156
C 1.0111 3.5822 -0.7122 -0.201 0.206 -0.534
C 1.4313 2.9504 0.5909 0.010 -0.136 0.175
H 0.6139 2.9565 1.3307 0.300 0.004 -0.288
H 2.3026 3.4741 1.0162 -0.312 -0.177 -0.181
H 1.7017 1.8914 0.4364 -0.108 0.327 0.072
C -2.0462 3.6993 -3.0616 -0.209 -0.020 -0.046
H -2.7957 4.3823 -2.6207 0.307 -0.260 -0.154
H -2.3929 2.6719 -2.8630 0.149 0.368 -0.079
H -2.0436 3.8677 -4.1507 0.031 -0.069 0.400
N 0.4720 -0.9597 1.3569 0.356 0.985 0.781
C 0.8467 -1.5313 2.2943 1.228 -2.041 2.270
C 1.3291 -2.4222 3.3241 -1.297 2.086 -2.455
C 2.4070 -2.0988 4.1564 1.559 -0.532 1.857
C 2.8496 -3.0247 5.1134 -0.528 1.001 -1.109
C 2.2245 -4.2713 5.2340 0.423 -0.461 0.734
C 1.1545 -4.5982 4.4000 -0.587 1.053 -1.177
C 0.7114 -3.6772 3.4503 -0.260 -2.221 0.945
H 2.9021 -1.1417 4.0656 0.025 0.061 -0.010
H 3.6829 -2.7822 5.7585 0.081 0.114 0.004
H 2.5685 -4.9905 5.9669 0.060 0.037 0.053
H 0.6705 -5.5637 4.4819 -0.042 -0.007 -0.051
H -0.1054 -3.9571 2.8030 -0.030 0.116 -0.067
```
Forces are in eV/Å.

Results
- F_max: 3.5 eV/Å
- E_tot: -77257.241 eV
- Net charge: -1
- HOMO-LUMO gap (spin up / spin down): 3.160 / 6.565 eV
- Spin multiplicity: 6